The following is a DFT calculation (wB97M-V/def2-TZVPD) of a molecular structure, C24H34AlF5N11O2S in a non-equilibrium geometry.

Computed properties:
- Spin multiplicity: 1
- Strongest force on any atom: 0.2255 Eh/bohr
- E_LUMO: 1.831 eV
- Net charge: -1
- Frontier orbital gap: 6.790 eV

Element x y z (Å)
C 0.872 5.211 3.112
C 0.655 3.827 2.840
Al 0.681 1.750 2.585
N -1.160 1.110 2.350
S 1.938 1.370 0.675
O 2.860 2.630 0.446
O 1.019 1.259 -0.568
C 3.109 -0.085 0.878
F 3.643 -0.616 -0.424
F 4.332 0.297 1.677
C 2.385 -1.309 1.735
F 2.553 -1.087 3.212
F 3.072 -2.605 1.440
F 0.922 -1.378 1.475
H 1.431 6.237 3.359
H 1.290 1.037 3.881
H -1.290 0.210 2.889
H -1.209 0.794 1.337
C 0.304 1.217 -3.800
C -0.469 0.964 -5.084
N -1.110 0.754 -6.150
H 0.499 2.287 -3.687
H -0.276 0.868 -2.941
H 1.257 0.682 -3.827
C -0.220 -3.750 -1.162
C -0.750 -2.436 -0.612
N -1.190 -1.346 -0.156
H -0.619 -4.585 -0.579
H -0.524 -3.867 -2.206
H 0.872 -3.765 -1.105
C 0.737 -6.953 1.830
C -0.035 -7.206 0.546
N -0.677 -7.416 -0.520
H 0.933 -5.883 1.943
H 0.157 -7.302 2.689
H 1.691 -7.488 1.803
C 4.026 7.869 4.991
C 3.596 6.418 5.132
N 3.238 5.214 5.249
H 3.415 8.367 4.233
H 3.904 8.389 5.945
H 5.076 7.918 4.690
C -0.157 -2.676 5.866
C -0.611 -1.464 5.070
N -0.987 -0.458 4.409
H 0.574 -2.374 6.621
H -1.014 -3.137 6.365
H 0.304 -3.410 5.199
C -4.117 -0.460 -6.283
C -4.548 -1.911 -6.142
N -4.905 -3.115 -6.024
H -4.729 0.038 -7.040
H -4.239 0.059 -5.329
H -3.067 -0.411 -6.584
C 3.051 -2.464 8.987
C 2.654 -3.711 8.215
N 2.324 -4.746 7.575
H 3.774 -1.882 8.408
H 2.169 -1.847 9.179
H 3.504 -2.745 9.942
C 2.561 1.115 -7.833
C 3.111 1.686 -6.537
N 3.567 2.160 -5.461
H 1.858 1.822 -8.284
H 3.379 0.930 -8.535
H 2.042 0.173 -7.635
C -2.315 7.784 0.788
C -1.122 7.860 1.727
N -0.133 7.924 2.506
H -2.380 6.784 0.349
H -3.237 7.991 1.338
H -2.206 8.519 -0.014
C -7.404 -4.185 -8.045
C -8.177 -4.438 -9.329
N -8.818 -4.647 -10.394
H -7.209 -3.115 -7.932
H -7.984 -4.534 -7.186
H -6.451 -4.720 -8.071